Computed, not measured: C4H10N4 as an isolated structure, with the ωB97M-V functional and the def2-TZVPD basis.

Element x y z (Å)
C: -2.1356 -0.5344 0.6751
C: 0.4807 0.7009 -0.7015
C: 0.4429 -0.5290 0.2981
N: -0.5612 1.0777 -1.5840
N: 1.7772 0.9418 -1.2544
N: 1.6907 -1.1922 0.6049
C: -0.7206 -0.6661 1.1128
N: 0.2867 0.8766 0.6705
H: -1.2821 1.6561 -1.1735
H: -0.2425 1.3781 -2.4948
H: 2.3503 1.5768 -0.7079
H: 2.3770 0.1712 -1.5284
H: 1.5494 -2.1882 0.7450
H: 2.1023 -0.8241 1.4587
H: -0.5920 -0.9943 2.1426
H: -2.7484 -1.3011 1.1612
H: -2.5558 0.4278 0.9856
H: -2.2189 -0.5776 -0.4100

Its multiplicity is 1. The energy above the lowest of the compared OMol25 structures with the same formula, charge and spin comes out at 84.9 kcal per mole. Its total charge is 0. For the LUMO energy, the calculation gives 0.99 eV. Its calculated total energy is -377.3115 Eh. The HOMO energy comes out at -8.1322 eV. For the HOMO-LUMO gap, the calculation gives 9.1261 eV.

---

Computed, not measured: the molecule C20H22O3, with the ωB97M-V functional and the def2-TZVPD basis.

Element x y z (Å)
C: 4.8276 1.6419 3.1088
C: 3.4829 2.1157 2.5717
C: 3.3443 1.8510 1.0748
C: 1.9809 2.2856 0.5433
C: 1.8070 1.9326 -0.9334
C: 0.3640 2.1082 -1.4391
H: -0.2617 2.5795 -0.6742
H: 0.3419 2.7398 -2.3298
O: -0.2336 0.8929 -1.8809
C: -0.8947 0.1111 -0.9409
C: -0.0540 -0.4263 0.2004
C: 1.0614 -1.2377 0.1874
C: 1.6200 -1.5826 1.4101
C: 1.0676 -1.1447 2.6079
C: -0.0675 -0.3511 2.6199
C: -0.6160 0.0001 1.3976
C: -1.7911 0.8386 1.0716
O: -2.5448 1.4024 1.8127
O: -1.9094 0.8825 -0.2765
H: -0.5166 -0.0079 3.5385
H: 1.5293 -1.4322 3.5405
H: 2.5011 -2.2066 1.4314
H: 1.4838 -1.5878 -0.7422
C: -1.5281 -1.0711 -1.6604
C: -2.5847 -1.7523 -1.0722
C: -3.1323 -2.8543 -1.7039
C: -2.6232 -3.2856 -2.9170
C: -1.5655 -2.6089 -3.4997
C: -1.0145 -1.5047 -2.8736
H: -0.1977 -0.9638 -3.3233
H: -1.1667 -2.9402 -4.4470
H: -3.0518 -4.1468 -3.4077
H: -3.9586 -3.3766 -1.2455
H: -2.9875 -1.4158 -0.1281
H: 2.4791 2.5526 -1.5285
H: 2.0987 0.8936 -1.0962
H: 1.8625 3.3635 0.6740
H: 1.2051 1.7970 1.1352
H: 4.1334 2.3798 0.5355
H: 3.4739 0.7815 0.8897
H: 3.3711 3.1852 2.7618
H: 2.6778 1.5992 3.1000
H: 5.6427 2.1556 2.6038
H: 4.9461 0.5724 2.9476
H: 4.9059 1.8396 4.1751

Its multiplicity is 1. The energy above the lowest of the compared OMol25 structures with the same formula, charge and spin comes out at 0.0 kcal per mole. The SMILES is CCCCCCO[C@]1(c2ccccc2)OC(=O)c2ccccc21. Its total charge is 0. For the LUMO energy, the calculation gives 0.25 eV. Its calculated total energy is -1001.0584 Eh. The HOMO energy comes out at -9.2893 eV. For the HOMO-LUMO gap, the calculation gives 9.5418 eV.

---

Computed, not measured: a 3-piece molecular cluster, C25H43I2N6O10P overall, with the ωB97M-V functional and the def2-TZVPD basis.

Element x y z (Å)
C: 1.7382 3.0566 2.4460
C: 2.0468 2.2111 1.0938
C: 0.6984 1.5365 0.4926
C: -0.2762 2.3941 -0.3404
C: 0.0666 3.9265 -0.6154
O: 0.9836 4.1324 -1.7257
O: 1.9059 5.0842 -1.3751
C: -1.5985 1.6646 -0.8584
O: -2.4913 2.4963 -1.6068
C: -2.4342 2.2254 -3.0356
C: -0.9863 1.8287 -3.6027
N: -0.9334 2.3688 -5.0236
C: 0.5009 2.3854 -5.4389
C: 0.7326 2.5625 -7.0172
C: 0.0114 1.4576 -7.9347
O: 0.3907 3.8912 -7.5187
C: -1.8796 0.1534 -0.5244
C: -3.2544 -0.5556 -1.0186
C: -3.1550 -1.0578 -2.5727
C: -4.5604 0.3821 -0.7599
C: -4.5713 1.0896 0.6819
C: -0.8323 -0.7214 0.3022
N: -1.1914 -2.0942 0.4992
C: -0.1658 -2.7131 1.2969
P: -0.6213 -4.5435 1.6636
N: 0.0188 -5.3952 0.4731
O: -2.3335 -4.7484 1.5232
O: -0.2143 -5.0455 3.2245
C: 1.1374 -2.0440 1.8478
C: 2.2481 -2.7619 2.7865
I: 2.9975 -4.6677 2.0358
C: 1.8587 -2.7374 4.3751
C: 0.3676 -2.2469 4.6965
I: 2.3953 -4.6213 5.4192
N: 1.4305 -0.6607 1.5845
C: 0.4380 -0.0015 0.7966
H: 2.3979 2.7720 3.3328
H: 0.6225 2.9157 2.6907
H: 1.9031 4.1699 2.2070
H: 2.4815 2.9105 0.3023
H: 2.8480 1.4386 1.3458
H: 0.6019 4.3259 0.3316
H: -0.9102 4.5198 -0.7141
H: 1.9080 5.7181 -2.1403
H: -3.2743 1.4860 -3.3411
H: -2.7214 3.2191 -3.5607
H: -0.8680 0.6835 -3.7148
H: -0.1047 2.3157 -3.0625
H: -1.5258 1.8040 -5.6468
H: 1.0026 1.4479 -4.9967
H: 0.9852 3.2987 -4.9231
H: 1.8720 2.4476 -7.1896
H: -0.8080 0.8561 -7.4110
H: -0.3943 2.0044 -8.8680
H: 0.8149 0.6887 -8.2613
H: 0.2032 4.4908 -6.7600
H: -3.4768 -1.5229 -0.4214
H: -4.0235 -0.6444 -3.1881
H: -3.2468 -2.2144 -2.5844
H: -2.1174 -0.8381 -3.0146
H: -5.4687 -0.3184 -0.8818
H: -4.6339 1.1386 -1.6333
H: -4.0792 2.1375 0.6586
H: -4.0211 0.3999 1.4076
H: -5.6773 1.1932 1.0126
H: 0.5479 -4.7328 -0.1287
H: -2.5709 -4.5092 0.5889
H: -0.4391 -6.0124 3.2546
H: 3.1964 -2.0953 2.7261
H: 2.5445 -1.9665 4.9038
H: 0.0991 -2.4299 5.8031
H: -0.4460 -2.6323 4.0017
H: 0.3715 -1.0919 4.5787
C: 6.4557 2.4221 -0.4932
N: 5.7829 2.4315 0.8319
O: 5.8717 3.4498 1.4990
O: 5.1889 1.4152 1.1555
H: 6.9405 3.3845 -0.6475
H: 7.1900 1.6172 -0.4831
H: 5.6900 2.2498 -1.2491
C: -0.8620 -6.5681 7.6562
N: -1.2386 -5.4626 8.5763
O: -2.1800 -5.6566 9.3294
O: -0.5756 -4.4387 8.5101
H: -1.5322 -7.4095 7.8243
H: -0.9597 -6.1947 6.6371
H: 0.1678 -6.8447 7.8793

Its multiplicity is 1. Its total charge is 0. For the LUMO energy, the calculation gives -1.37 eV. Its calculated total energy is -2995.4523 Eh. The HOMO energy comes out at -8.3709 eV. For the HOMO-LUMO gap, the calculation gives 6.9971 eV.

---

Computed, not measured: a 2-piece molecular cluster, C5H10N3 overall, with the ωB97M-V functional and the def2-TZVPD basis.

Element x y z (Å)
C: -0.7113 -2.2758 -0.4021
C: -0.1820 -0.4613 2.1172
C: -0.4266 1.4129 0.0344
C: -0.0439 -1.3496 -2.5465
C: -0.0141 0.1609 0.7560
N: -0.4423 -1.8997 -1.5056
N: 1.0421 -0.2060 1.4068
N: 0.7271 2.2094 -0.1345
H: -1.4050 -3.0738 -0.2206
H: -0.3062 0.1387 3.0601
H: -0.3886 -1.5728 2.2597
H: -0.7853 1.0298 -0.9286
H: -1.2848 1.8031 0.5722
H: 1.0664 -1.2542 -2.6713
H: -0.7685 -1.0109 -3.3102
H: 1.9572 -0.4337 1.4069
H: 1.0655 2.6160 0.6976
H: 1.4148 1.7583 -0.7190

Its multiplicity is 1. The energy above the lowest of the compared OMol25 structures with the same formula, charge and spin comes out at 168.7 kcal per mole. Its total charge is +1. For the LUMO energy (spin up / spin down), the calculation gives -4.80 / -4.80 eV. Its calculated total energy is -360.3062 Eh. The HOMO energy (spin up / spin down) comes out at -12.1884 / -12.1889 eV. For the HOMO-LUMO gap (spin up / spin down), the calculation gives 7.3879 / 7.3887 eV.

---

Computed, not measured: C16H33IInO3 as an isolated structure, with the ωB97M-V functional and the def2-TZVPD basis.

Element x y z (Å)
C: -0.8610 1.3100 -1.8369
C: 0.6940 1.6796 -1.9042
O: 1.0138 2.8637 -2.0875
O: 1.6005 0.6098 -1.7208
C: 1.5076 -0.2686 -2.9002
C: 1.0512 -1.7732 -2.5079
C: -0.3359 -2.2022 -3.2367
C: -1.3301 -2.9685 -2.2370
C: -2.6122 -2.0852 -1.8052
C: -3.1384 -2.4025 -0.3349
C: -2.3481 -1.6521 0.8323
C: -1.8080 -2.6610 1.9948
In: 0.4476 -2.5049 2.0634
C: 1.2881 -2.0013 4.1136
C: 2.5239 -0.9665 3.9107
C: 3.4314 -1.3039 2.6445
I: 5.3333 -0.1725 2.7429
H: -1.4856 2.1309 -1.3507
H: -1.2964 1.1141 -2.8808
H: -0.9525 0.3750 -1.1792
H: 0.7949 0.1852 -3.6765
H: 2.5711 -0.3487 -3.3235
H: 1.9048 -2.4682 -2.8247
H: 0.9680 -1.7902 -1.3737
H: -0.0875 -2.9178 -4.1014
H: -0.8069 -1.2850 -3.7363
H: -1.7218 -3.8797 -2.8183
H: -0.7672 -3.3983 -1.3407
H: -3.4475 -2.4004 -2.5333
H: -2.4563 -0.9687 -2.0147
H: -4.2349 -2.0565 -0.2979
H: -3.1038 -3.5291 -0.1811
H: -1.4765 -1.0125 0.4867
H: -3.0880 -0.9558 1.3705
H: -2.1678 -3.7208 1.7222
H: -2.2975 -2.4101 2.9902
H: 1.2340 -3.9857 1.3770
H: 0.8760 -1.0933 0.9878
H: 1.6971 -2.9336 4.6248
H: 0.5381 -1.4609 4.7916
H: 2.1364 0.1021 3.8475
H: 3.2202 -0.9946 4.8244
H: 2.9798 -1.0126 1.6457
H: 3.6385 -2.4294 2.6737
C: -0.1866 7.1342 0.9710
C: 0.3089 5.7109 0.9467
O: 0.8443 5.2143 1.9175
C: 0.1139 4.9314 -0.3268
H: 0.0201 7.5729 1.9493
H: 0.3297 7.7208 0.2082
H: -1.2647 7.1556 0.7984
H: 0.6434 5.4199 -1.1469
H: -0.9516 4.8560 -0.5559
H: 0.5159 3.9279 -0.2015

Its multiplicity is 1. Its total charge is -1. For the LUMO energy, the calculation gives 2.60 eV. Its calculated total energy is -1342.8364 Eh. The HOMO energy comes out at -4.6971 eV. For the HOMO-LUMO gap, the calculation gives 7.2957 eV.

---

Computed, not measured: C7H19BrMnNO7S as an isolated structure, with the ωB97M-V functional and the def2-TZVPD basis.

Element x y z (Å)
Mn: -1.2679 -0.1145 1.1588
Br: -3.3796 -1.4769 0.8595
S: -0.5059 -0.7363 3.7455
O: -0.9271 -1.8704 4.5477
O: -1.6741 -0.0870 3.1277
O: 0.4465 0.0906 4.4707
O: 0.0656 -1.0635 2.4258
C: 3.2358 -0.9985 -2.3715
O: 2.5613 -1.6432 -1.3584
C: 1.4328 -2.5344 -1.6104
C: 0.4013 -2.2988 -0.5205
N: 0.0569 -0.8301 -0.3829
C: -0.6513 -0.5814 -1.6549
C: -1.4031 0.7755 -1.8707
O: -1.8538 1.2555 -0.5676
C: -2.0065 2.6708 -0.5534
H: 4.0460 -1.5916 -2.7956
H: 3.7382 -0.0787 -2.0721
H: 2.6337 -0.6765 -3.2212
H: 1.8244 -3.5515 -1.5965
H: 1.1115 -2.3880 -2.6417
H: 0.7757 -2.6423 0.4438
H: -0.4732 -2.9288 -0.6832
H: 1.0048 -0.5206 -0.5433
H: -1.3887 -1.3696 -1.8067
H: 0.0264 -0.5818 -2.5086
H: -2.2777 0.7980 -2.5209
H: -0.6420 1.4132 -2.3204
H: -2.8210 3.0013 -1.1981
H: -1.0211 3.1139 -0.6970
H: -2.2321 2.8870 0.4909
C: 0.0403 2.6820 2.5606
O: 0.1234 1.6848 1.5175
H: -0.9856 2.9822 2.7742
H: 0.5450 2.3344 3.4619
H: 0.4773 3.6412 2.2829
H: 0.9637 1.2340 1.6284

Its multiplicity is 7. The energy above the lowest of the compared OMol25 structures with the same formula, charge and spin comes out at 5.9 kcal per mole. Its total charge is 0. For the LUMO energy (spin up / spin down), the calculation gives 0.18 / -4.14 eV. Its calculated total energy is -4982.6740 Eh. The HOMO energy (spin up / spin down) comes out at -8.0943 / -8.3270 eV. For the HOMO-LUMO gap (spin up / spin down), the calculation gives 8.2777 / 4.1839 eV.